Record 1
Below is a molecular structure, C15H14O3ReS5Sb in a non-equilibrium geometry, with properties calculated with ωB97M-V with the def2-TZVPD basis set.

Relative energy (zero: lowest compared OMol25 entry of this formula, charge and spin) ... 48.0 kcal per mole
Lowest unoccupied orbital energy ... -9.034 eV
Total energy ... -3114.48991 Eh
Charge ... +2
HOMO ... -14.7 eV
Multiplicity ... 1

Positions of all 39 atoms, in Å:
Re 1.276368 -0.469697 0.716907
S -3.108009 -0.039741 0.386711
Sb -2.011573 -1.911166 0.259436
S 0.410205 -1.207476 -1.058930
S -0.147063 -1.821367 2.070405
S -2.113314 -3.998825 -0.270049
C 5.106578 -0.063749 2.098178
S 3.494525 -0.275151 1.564194
O 3.027722 0.756660 0.548050
O 3.207964 -1.588128 0.922795
O 2.479521 -0.150855 2.640720
H 5.762199 -0.206292 1.231685
H 5.277147 -0.824895 2.870009
H 5.172013 0.950140 2.503901
C 1.698292 4.214131 -2.433453
C 1.891330 4.819522 -1.194463
C 1.371703 4.220709 -0.070688
C 0.719046 2.976216 -0.170656
C 0.503518 2.397659 -1.434914
C 0.976543 3.023628 -2.562064
C 0.274858 2.384231 1.025056
C 0.019150 1.021152 1.341348
C -0.804176 0.799731 2.477482
C -1.704037 1.751448 3.000101
C -2.600036 1.397532 3.961971
C -2.730961 0.047295 4.472243
C -1.868217 -0.881695 4.074608
C -0.739889 -0.499494 3.179739
H 2.093826 4.690475 -3.321706
H 2.427632 5.758191 -1.119132
H 1.478761 4.692819 0.902939
H -0.106487 1.505708 -1.510764
H 0.787274 2.605176 -3.544898
H 0.167397 3.098818 1.848092
H -1.750971 2.750292 2.573330
H -3.288430 2.155262 4.330769
H -3.524168 -0.190875 5.169586
H -1.909021 -1.902357 4.452555
H 0.125477 -0.377425 3.859494

Forces on atoms 1 to 2 (eV/Å):
-3.2690 -0.6350 -1.9105
-0.1387 0.2006 -0.0202

Record 2
Below is a molecular structure, C25H24N4O2Pd in a non-equilibrium geometry, with properties calculated with ωB97M-V with the def2-TZVPD basis set.

Relative energy (zero: lowest compared OMol25 entry of this formula, charge and spin) ... 0.0 kcal per mole
Lowest unoccupied orbital energy ... -6.806 eV
Total energy ... -1463.83987 Eh
Charge ... +2
HOMO ... -14.1 eV
Multiplicity ... 1

Positions of all 56 atoms, in Å:
Pd -0.275296 1.373380 -0.326465
C 3.008225 2.298824 -0.492624
C 2.070372 3.402062 -0.129164
C 2.568674 4.677035 0.149085
C 1.716040 5.705392 0.472470
C 0.347874 5.460460 0.494374
C -0.101604 4.193217 0.212331
N 0.750987 3.164956 -0.074657
C -1.542650 3.857937 0.170722
C -2.609128 4.730407 0.331932
C -3.897094 4.229362 0.230091
C -4.115920 2.878149 -0.016257
C -3.017673 2.052189 -0.159483
N -1.785663 2.569651 -0.074683
C -3.034587 0.588059 -0.395787
C -4.191236 -0.166343 -0.377844
C -4.108173 -1.533519 -0.591398
C -2.871251 -2.102048 -0.832254
C -1.741361 -1.296721 -0.846880
C -0.382224 -1.885093 -1.121289
N -1.821801 0.020535 -0.616961
H 3.995113 2.703605 -0.700881
H 2.659229 1.761562 -1.372203
H 3.097370 1.583300 0.324712
H 3.636263 4.836585 0.102207
H 2.099099 6.692249 0.693281
H -0.348024 6.253104 0.725049
H -2.446772 5.780451 0.523080
H -4.741376 4.895558 0.343393
H -5.122203 2.494606 -0.095018
H -5.146516 0.300724 -0.189019
H -5.000462 -2.144366 -0.576761
H -2.773635 -3.161955 -1.024952
H -0.465540 -2.711089 -1.823486
H -0.297327 -2.179308 0.936812
H 0.268227 -1.115561 -1.570380
C 0.323434 -3.491381 2.615614
C 1.275989 -3.907608 1.522296
C 2.203662 -4.905937 1.761867
C 3.085716 -5.297330 0.767186
C 3.062726 -4.672589 -0.467233
C 2.157904 -3.658996 -0.766215
C 2.335419 -2.955439 -2.089328
C 1.248452 -3.316849 0.245092
N 0.253159 -2.313006 0.097017
H 0.559188 -4.021536 3.534521
H -0.716230 -3.730838 2.371803
H 0.395622 -2.423929 2.845156
H 2.234078 -5.379843 2.733771
H 3.801913 -6.084697 0.958260
H 3.775956 -4.965042 -1.226511
H 2.870610 -3.609645 -2.773749
H 2.944547 -2.059142 -1.951244
H 1.421204 -2.660307 -2.592210
O 1.231386 0.036657 -0.447082
O 1.155282 -0.789876 0.559874

Forces on atoms 1 to 2 (eV/Å):
0.0938 -0.0808 -0.0004
0.0073 -0.0030 -0.0035

Record 3
Below is a molecular structure, C28H48F12O12Zr in a non-equilibrium geometry, with properties calculated with ωB97M-V with the def2-TZVPD basis set.

Relative energy (zero: lowest compared OMol25 entry of this formula, charge and spin) ... 631.4 kcal per mole
Lowest unoccupied orbital energy ... -5.883 eV
Total energy ... -3243.17982 Eh
Charge ... 0
HOMO ... -8.1 eV
Multiplicity ... 1

Positions of all 101 atoms, in Å:
Zr 5.103890 -17.037700 -19.276380
C 2.474980 -13.030150 -20.507890
O 3.083130 -12.919670 -21.785130
O 3.306650 -13.980650 -19.858700
C 2.175590 -11.623030 -19.840980
F 1.030010 -11.208960 -20.449850
F 1.894760 -11.680570 -18.545180
F 3.107090 -10.623040 -20.182520
C 2.462080 -12.051200 -22.791200
C 3.089590 -12.244420 -24.177330
H 3.353910 -13.301200 -24.139260
H 2.400810 -12.072210 -25.004390
H 3.901560 -11.551110 -24.396710
H 2.221650 -11.014740 -22.554450
H 1.440410 -12.427980 -22.839290
H 1.517570 -13.462190 -20.799090
C 1.749870 -18.517740 -15.599950
O 1.281110 -17.323770 -15.054050
O 2.687400 -18.195060 -16.646300
C 2.094040 -19.590710 -14.392480
F 2.589180 -20.701760 -14.880300
F 3.030060 -19.178090 -13.543860
F 0.989930 -20.016810 -13.776740
C -0.017900 -17.311560 -14.547910
C -0.203400 -16.022240 -13.785550
H -0.129180 -15.280040 -14.580360
H -1.087320 -15.865060 -13.167410
H 0.457890 -15.764460 -12.958290
H -0.362380 -18.076170 -13.851640
H -0.745780 -17.295280 -15.359100
H 0.926840 -18.984920 -16.140750
C 8.947120 -19.393320 -16.853740
O 8.206010 -19.878730 -15.741480
O 7.938590 -18.661750 -17.544220
C 10.441960 -18.884490 -16.543530
F 10.601240 -18.219520 -15.408000
F 11.298750 -19.888600 -16.511660
F 10.928950 -18.160410 -17.580280
C 8.684380 -20.943520 -15.003960
C 7.696810 -21.090140 -13.865790
H 7.400790 -20.108720 -13.495240
H 6.732970 -21.513370 -14.148600
H 8.135270 -21.660580 -13.046980
H 9.651870 -20.724620 -14.552140
H 8.879440 -21.921280 -15.444450
H 9.167760 -20.364650 -17.296380
C 5.825080 -17.843850 -24.120800
O 4.584970 -18.568210 -24.233420
O 5.945010 -17.458900 -22.736550
C 6.926440 -18.803020 -24.830940
F 6.726850 -18.701060 -26.186610
F 8.155050 -18.374760 -24.566440
F 6.842400 -20.121380 -24.492180
C 3.865440 -18.549560 -25.531040
C 3.748210 -20.047350 -25.884360
H 3.205630 -20.547040 -25.081860
H 3.192870 -20.152510 -26.816380
H 4.681200 -20.603820 -25.973620
H 4.233840 -18.088340 -26.447360
H 2.911860 -18.078990 -25.291550
H 5.630220 -16.959670 -24.727730
C 9.929440 -14.054080 -19.971400
C 8.483930 -13.578210 -19.899530
O 7.678900 -14.334680 -19.362570
C 8.183990 -12.264610 -20.619300
H 9.937670 -15.040880 -20.434280
H 10.414970 -13.888200 -19.009710
H 10.477550 -13.374860 -20.624350
H 8.406870 -12.292780 -21.685900
H 8.608610 -11.319420 -20.281040
H 7.129840 -12.039580 -20.457320
C 6.451060 -15.063040 -13.470680
C 5.538220 -14.686600 -14.567530
O 5.586600 -15.265860 -15.618230
C 4.533620 -13.600680 -14.292110
H 6.112390 -15.826360 -12.770140
H 6.763850 -14.156540 -12.952500
H 7.379010 -15.249860 -14.011160
H 5.123480 -12.694170 -14.156460
H 3.817770 -13.890690 -13.522970
H 3.895360 -13.325290 -15.131680
C 0.273610 -19.576640 -20.680120
C 0.825020 -18.335250 -21.374710
O 1.948500 -17.933730 -21.132970
C -0.132530 -17.481770 -22.228590
H 0.019790 -20.240090 -21.506860
H -0.536080 -19.572260 -19.950400
H 1.091360 -19.891530 -20.031870
H 0.296640 -16.511680 -22.479280
H -1.114680 -17.308140 -21.788890
H -0.365280 -18.104480 -23.092390
C 5.458140 -22.786510 -18.681150
C 5.027780 -22.009570 -19.891410
O 5.105780 -20.762780 -19.935490
C 4.493560 -22.779470 -21.098940
H 6.502960 -23.045870 -18.851990
H 4.755610 -23.619830 -18.669570
H 5.362170 -22.208570 -17.761980
H 5.349270 -23.019890 -21.729870
H 3.846340 -22.178050 -21.737300
H 3.880720 -23.630070 -20.800580

Forces on atoms 1 to 2 (eV/Å):
-0.1857 0.0287 -0.3832
3.1435 -2.6197 -0.3473

Record 4
Below is a molecular structure, C33H27BrIrN6OSb, with properties calculated with ωB97M-V with the def2-TZVPD basis set.

Lowest unoccupied orbital energy (alpha / beta) ... -8.846 / -10.214 eV
Total energy ... -4595.17658 Eh
Charge ... +3
HOMO (alpha / beta) ... -15.1 / -15.7 eV
Multiplicity ... 2
<S²> ... 0.85

Positions of all 70 atoms, in Å:
Ir 0.872689 -1.626949 0.690152
C 0.704100 0.926528 2.897931
C -0.254892 -0.210639 3.077516
C -1.277823 -0.005865 4.006941
C -2.106469 -1.029457 4.395507
C -1.820981 -2.300243 3.904766
C -0.839998 -2.467084 2.952660
N -0.129013 -1.415406 2.465941
Sb -0.176201 -4.488460 2.679106
C 1.882441 -3.839588 2.444121
C 2.756048 -4.646771 3.142231
C 4.123798 -4.393997 3.107113
C 4.559816 -3.326624 2.361575
C 3.652727 -2.519137 1.675061
C 4.185262 -1.376744 0.870326
N 2.324806 -2.769282 1.720009
C -0.475421 -4.464799 0.564381
C -1.021158 -5.470585 -0.206272
C -0.887429 -5.408932 -1.593482
C -0.133889 -4.392424 -2.156631
C 0.409423 -3.424180 -1.328531
C 1.375502 -2.377795 -1.818257
N 0.163351 -3.433577 -0.012607
H 0.913593 1.322275 3.891571
H 0.253075 1.739923 2.324954
H 1.642834 0.642339 2.444430
H -1.369836 0.980644 4.441040
H -2.903423 -0.868540 5.109478
H -2.354502 -3.165626 4.276457
H 2.376739 -5.483050 3.715509
H 4.819766 -5.022458 3.646832
H 5.611825 -3.088947 2.294668
H 5.270128 -1.363982 0.925339
H 3.811941 -0.422946 1.231753
H 3.904988 -1.465734 -0.181446
H -1.531375 -6.301355 0.262274
H -1.324669 -6.174846 -2.220677
H 0.062227 -4.358525 -3.220474
H 2.290776 -2.858448 -2.166331
H 1.737397 -1.639677 -1.054522
H 0.964801 -1.775605 -2.628270
Br -4.296569 9.067098 -5.057046
C -3.286424 7.772231 -4.238853
C -1.939616 8.043579 -3.924744
C -1.202113 7.066081 -3.314192
C -1.786296 5.801483 -3.007673
C -3.155183 5.548129 -3.334522
C -3.890618 6.524768 -3.940206
N -0.961835 4.927706 -2.416299
N -1.458266 3.761966 -2.146357
C -0.616722 2.938034 -1.502233
C 0.699844 3.278054 -1.097248
C 1.516357 2.396925 -0.428472
C 1.066089 1.104076 -0.132447
O 1.791781 0.230219 0.494502
C -0.255423 0.726583 -0.548973
N -0.612308 -0.550820 -0.250148
C -1.836637 -0.964907 -0.539084
C -2.760375 -0.132571 -1.177228
C -2.399818 1.148900 -1.522199
C -1.110120 1.611459 -1.203972
H -1.524945 9.010538 -4.170485
H -0.164246 7.212255 -3.047724
H -3.586309 4.587956 -3.097004
H -4.929090 6.380456 -4.202047
H 1.055191 4.273532 -1.321341
H 2.511765 2.688843 -0.120792
H -2.088785 -1.982382 -0.268755
H -3.748630 -0.512776 -1.393869
H -3.093672 1.809154 -2.022733

Forces on atoms 1 to 2 (eV/Å):
0.0928 -0.6256 -0.1246
-0.0066 0.0119 0.1673